Formula: C16H18N3O5S3W
Source: OMol25
Level of theory: the ωB97M-V functional and the def2-TZVPD basis

Atoms and positions in Å:
W 0.53 0.63 0.41
N -0.11 2.61 1.26
C 1.09 3.31 1.74
C 1.97 2.28 2.47
O 2.78 2.63 3.31
O 1.73 1.06 2.09
H -0.62 3.10 0.52
H -0.76 2.46 2.02
H 0.86 4.14 2.41
H 1.64 3.69 0.88
N -2.05 2.60 -1.12
C -1.76 3.18 -2.44
C -0.36 2.75 -2.89
C 0.62 3.06 -1.78
O 1.09 4.17 -1.65
O 0.91 2.06 -1.00
H -1.88 1.60 -1.14
H -3.01 2.74 -0.87
H -1.79 4.27 -2.37
H -2.48 2.87 -3.21
H -0.07 3.30 -3.79
H -0.37 1.68 -3.11
O 0.79 -1.32 1.10
N 1.88 -2.04 0.88
C 1.88 -3.26 1.45
C 2.94 -4.10 1.29
C 4.03 -3.67 0.52
C 4.00 -2.43 -0.06
C 2.89 -1.57 0.10
S 2.75 -0.05 -0.63
H 0.99 -3.47 2.01
H 2.92 -5.07 1.76
H 4.89 -4.31 0.38
H 4.81 -2.07 -0.67
S -1.62 0.19 1.54
C -2.24 -1.22 0.69
C -3.17 -2.05 1.31
C -3.71 -3.14 0.65
C -3.32 -3.41 -0.66
C -2.40 -2.59 -1.29
C -1.84 -1.49 -0.63
S -0.70 -0.45 -1.47
H -3.46 -1.83 2.33
H -4.43 -3.78 1.15
H -3.74 -4.26 -1.19
H -2.08 -2.80 -2.30

Output
total charge	-1
2S+1	3
M	612.38	Da
relative energy (zero: lowest compared OMol25 entry of this formula, charge and spin)	0.00	kJ/mol
⟨S²⟩	2.01
LUMO (alpha / beta)	2.7 / 2.6	eV
highest occupied orbital energy (alpha / beta)	-3.51 / -4.59	eV

Formula: C29H59Cl2FNO12P3S2
Source: OMol25
Level of theory: the ωB97M-V functional and the def2-TZVPD basis

Atoms and positions in Å:
C -4.40 2.26 -3.02
O -2.98 2.01 -2.82
C -2.45 1.03 -3.74
C -2.15 -0.41 -3.12
C -0.94 -0.60 -2.15
C -0.72 0.25 -0.83
O 0.31 0.00 0.07
C 0.98 -1.15 0.46
C 2.05 -1.89 -0.46
C 1.69 -2.34 -1.92
O 2.11 -1.83 -2.97
F 0.81 -3.48 -2.08
P -0.25 -2.50 1.00
S 0.46 -3.99 2.00
C 1.89 -0.56 1.74
C 3.12 -1.49 2.17
C 3.91 -1.08 3.49
O 3.65 -1.43 4.67
C 5.28 -0.23 3.34
C 6.13 0.07 4.64
C 7.49 0.82 4.62
C 8.00 1.29 3.23
C 7.21 1.07 1.89
C 5.86 0.30 2.02
N 1.09 0.05 2.81
C 1.58 1.27 3.46
C 1.88 2.57 2.57
C 0.60 3.40 2.09
C 0.88 4.91 1.63
O 2.14 5.47 2.05
P 0.53 -1.04 4.07
O 1.00 -0.47 5.65
O -1.19 -1.10 4.17
P 0.01 1.93 -1.60
S 1.91 2.16 -1.09
C -2.06 0.78 -0.06
Cl -1.83 1.00 1.78
C -3.42 -0.03 -0.19
C -4.48 0.41 0.97
Cl -3.40 -1.84 -0.21
H -4.98 1.30 -3.26
H -4.81 2.62 -2.00
H -4.59 3.11 -3.78
H -3.28 0.86 -4.54
H -1.56 1.43 -4.36
H -1.92 -1.08 -4.05
H -3.17 -0.82 -2.77
H -0.92 -1.72 -1.85
H 0.02 -0.44 -2.79
H 2.99 -1.22 -0.55
H 2.30 -2.90 0.06
H -0.90 -3.07 -0.17
H -1.30 -1.84 1.73
H 2.42 0.32 1.19
H 3.96 -1.47 1.36
H 2.88 -2.61 2.28
H 5.69 -0.34 5.62
H 8.04 0.97 5.60
H 9.01 1.82 3.14
H 7.60 1.40 0.87
H 5.30 0.10 1.03
H 2.50 1.15 4.16
H 0.74 1.61 4.18
H 2.60 2.40 1.69
H 2.47 3.29 3.28
H 0.20 2.85 1.16
H -0.25 3.31 2.87
H 0.86 4.93 0.47
H -0.04 5.53 1.95
H 2.19 6.34 1.59
H 0.39 -0.84 6.33
H -1.37 -1.48 5.07
H 0.03 1.87 -3.02
H -0.66 3.08 -1.08
H -2.31 1.86 -0.40
H -3.94 0.33 -1.16
H -4.36 -0.22 1.92
H -5.51 0.11 0.53
H -4.52 1.53 1.13
C -5.07 6.11 -3.38
O -5.70 5.01 -4.02
H -4.00 5.91 -3.31
H -5.23 7.02 -3.97
H -5.49 6.24 -2.38
H -6.65 5.22 -4.07
C -7.92 -1.79 -1.07
O -7.49 -0.52 -1.55
H -7.30 -2.56 -1.53
H -7.80 -1.83 0.01
H -8.96 -1.95 -1.35
H -8.05 0.15 -1.13
C 0.06 -2.78 -5.20
O -1.22 -2.91 -5.81
H 0.60 -1.98 -5.69
H -0.06 -2.54 -4.14
H 0.61 -3.72 -5.30
H -1.68 -3.63 -5.35
C -3.09 -5.59 -8.02
O -1.85 -5.77 -7.36
H -3.82 -6.28 -7.60
H -3.44 -4.56 -7.87
H -2.98 -5.78 -9.09
H -1.23 -5.15 -7.75
C 7.41 -2.59 7.53
O 7.32 -3.26 6.29
H 8.24 -3.02 8.11
H 7.61 -1.53 7.37
H 6.48 -2.72 8.09
H 6.59 -2.86 5.80

Output
total charge	0
2S+1	1
M	860.75	Da
LUMO	-0.2	eV
highest occupied orbital energy	-7.46	eV

Formula: C3H10N2O2S
Source: OMol25
Level of theory: the ωB97M-V functional and the def2-TZVPD basis

Atoms and positions in Å:
N 0.97 1.25 1.34
C 0.89 0.18 0.35
C -0.07 -0.93 0.94
S 0.69 -1.91 2.18
C 0.60 0.61 -1.06
N 1.13 -0.13 -2.14
O -0.09 1.56 -1.21
H 0.98 2.30 0.94
H 1.26 -1.04 2.96
H 0.17 1.27 2.14
H 1.90 -0.33 0.40
H -0.60 -1.61 0.15
H -1.08 -0.30 1.19
H 1.15 -1.18 -1.90
H 0.92 0.04 -3.10
H -3.61 -0.30 -1.23
H -2.49 0.74 -1.01
O -2.72 -0.22 -0.93

Output
total charge	0
2S+1	1
M	138.19	Da
relative energy (zero: lowest compared OMol25 entry of this formula, charge and spin)	208.87	kJ/mol
LUMO	0.7	eV
highest occupied orbital energy	-9.02	eV

Formula: C15H21BrO2PS
Source: OMol25
Level of theory: the ωB97M-V functional and the def2-TZVPD basis

Atoms and positions in Å:
O 3.35 0.51 0.54
P 3.35 -0.78 -0.39
O 2.59 -0.27 -1.72
S 1.59 -1.85 0.56
C 0.10 -1.28 -0.32
C -0.25 0.19 -0.02
C -0.87 0.89 -1.24
Br -2.36 2.00 -0.74
H 3.67 1.29 0.06
H 3.06 -0.63 -2.47
H 1.39 -1.35 1.80
H -0.69 -1.96 0.00
H 0.30 -1.47 -1.37
H -0.93 0.21 0.83
H 0.64 0.72 0.30
H -0.13 1.52 -1.72
H -1.26 0.17 -1.96
C 5.19 -3.46 4.99
C 4.18 -3.03 4.15
C 4.02 -3.61 2.90
C 4.87 -4.63 2.49
C 5.88 -5.06 3.33
C 6.05 -4.48 4.58
H 5.32 -3.01 5.96
H 3.51 -2.24 4.47
H 3.23 -3.28 2.24
H 4.74 -5.09 1.52
H 6.55 -5.86 3.01
H 6.84 -4.81 5.23
C -6.76 3.64 -4.19
C -5.71 3.00 -3.56
C -5.10 3.58 -2.46
C -5.55 4.80 -1.98
C -6.61 5.44 -2.61
C -7.22 4.86 -3.71
H -7.24 3.18 -5.05
H -5.36 2.04 -3.93
H -4.27 3.08 -1.97
H -5.08 5.26 -1.12
H -6.97 6.39 -2.23
H -8.04 5.36 -4.20

Output
total charge	+1
2S+1	1
M	376.28	Da
LUMO	-3.9	eV
highest occupied orbital energy	-10.78	eV

Formula: C5H10NO2
Source: OMol25
Level of theory: the ωB97M-V functional and the def2-TZVPD basis

Atoms and positions in Å:
O 1.93 0.97 -0.08
C 1.24 1.26 0.89
O 1.60 2.20 1.74
C -0.03 0.59 1.31
C -1.10 0.26 0.26
C -0.72 -0.82 -0.71
C -1.33 -1.97 -0.86
N 0.48 -0.54 -1.51
H 2.56 2.34 1.65
H -0.48 1.15 2.08
H 0.25 -0.32 1.84
H -1.34 1.17 -0.29
H -2.05 0.02 0.73
H -1.12 -2.77 -1.56
H -2.22 -2.19 -0.27
H 0.23 0.08 -2.29
H 0.84 -1.38 -1.95
H 1.25 -0.03 -0.99

Output
total charge	+1
2S+1	1
M	116.14	Da
relative energy (zero: lowest compared OMol25 entry of this formula, charge and spin)	19.38	kJ/mol
LUMO	-3.1	eV
highest occupied orbital energy	-14.74	eV

Formula: C11H19N2O
Source: OMol25
Level of theory: the ωB97M-V functional and the def2-TZVPD basis

Atoms and positions in Å:
C 4.25 0.67 0.02
C 3.87 -0.64 0.13
C 3.28 1.71 -0.01
C 2.51 -1.02 0.15
C 1.96 1.35 0.06
C 1.54 0.00 0.16
C -2.94 -0.87 0.12
C -2.23 1.17 1.45
C -2.60 1.43 -1.10
C 0.17 -0.39 0.39
C -2.20 0.44 0.12
N -0.11 -1.23 1.35
N 0.17 -1.93 -1.76
O -0.72 0.35 -0.22
H 5.33 0.93 0.05
H 4.60 -1.44 0.31
H 3.42 2.85 -0.12
H 2.41 -2.00 0.39
H 0.94 1.84 0.18
H -3.80 -0.73 0.78
H -3.38 -0.95 -0.89
H -2.37 -1.79 0.15
H -1.44 1.92 1.37
H -1.89 0.62 2.27
H -3.02 1.81 1.63
H -1.80 2.23 -1.08
H -2.54 0.94 -2.02
H -3.56 1.73 -0.89
H -1.03 -1.50 1.47
H 0.55 -1.73 1.79
H 0.99 -2.39 -1.96
H 0.37 -1.01 -2.21
H -0.72 -2.37 -2.06

Output
total charge	+1
2S+1	1
M	195.29	Da
relative energy (zero: lowest compared OMol25 entry of this formula, charge and spin)	251.11	kJ/mol
LUMO	-3.5	eV
highest occupied orbital energy	-13.05	eV

Q: Look up the 2S+1 of the third one.
A: 1